No. 1
ORCA calculation (ωB97M-V/def2-TZVPD) on a molecular structure, C5H6NO in a non-equilibrium geometry.

The geometry in XYZ format:
```
13
Properties=species:S:1:pos:R:3:forces:R:3:lowdin_charge:R:1
C -0.26406 1.34589 -0.14939 1.697 -1.823 0.736 0.14
C 1.08046 1.23487 0.24278 -0.572 0.425 -1.138 0.02
C -0.91790 -1.16260 0.65240 0.573 0.449 0.589 0.04
C -0.95329 0.05545 -0.34646 -0.454 2.772 1.270 -0.20
C 0.03494 -1.00313 -0.44721 2.018 1.100 0.463 -0.01
N 1.52361 -0.04879 0.05666 -2.339 -3.470 -1.044 -0.07
O 2.58142 -0.61673 0.04628 -1.309 1.846 0.368 0.18
H -0.77351 2.24666 -0.45560 0.138 0.369 0.535 0.14
H 1.81910 2.00259 0.39566 -0.033 0.208 0.223 0.15
H -0.64899 -1.09455 1.75800 -0.393 -0.048 -1.766 0.17
H -1.80631 -1.69449 0.30245 0.387 -0.524 0.860 0.13
H -1.96129 0.21195 -0.67983 0.024 -0.586 -1.132 0.15
H 0.28582 -1.47712 -1.37573 0.263 -0.717 0.037 0.16
```
Positions in Å, forces in eV/Å.

## Properties
Net charge: +1
HOMO-LUMO gap (spin up / spin down) in eV: 8.363 / 8.363
Molecular weight in g/mol: 96.1
Energy above the lowest of the compared OMol25 structures with the same formula, charge and spin in kcal per mole: 132.3



No. 2
ORCA calculation (ωB97M-V/def2-TZVPD) on a single C8H10N2 molecule in a non-equilibrium geometry.

The geometry in XYZ format:
```
20
Properties=species:S:1:pos:R:3:forces:R:3:lowdin_charge:R:1
C -0.80310 1.77080 0.99780 -1.473 -1.260 1.649 -0.04
C -0.26720 0.65703 0.13189 1.819 -1.630 -0.263 -0.45
C -1.13992 0.50499 -1.10246 -3.824 -1.500 0.637 -0.11
C -1.65189 -0.93572 -1.03449 2.057 -0.591 2.191 -0.12
N -1.10280 -1.72007 -0.16424 -1.580 1.119 -1.750 0.05
C -0.14890 -0.98230 0.65464 -0.920 1.127 -1.543 -0.19
C 1.18875 -1.67510 0.43347 -1.342 1.870 1.782 -0.03
C 2.26287 -0.98363 0.16649 0.600 -0.488 -0.647 -0.08
C 2.06608 0.35020 -0.30865 -1.161 2.064 -0.037 -0.14
N 1.01430 1.09792 -0.31864 2.194 -0.487 -0.816 0.08
H -0.81955 2.75032 0.52447 0.213 -0.243 -0.348 0.08
H -0.32060 1.87246 1.99807 -0.270 -0.254 -0.756 0.09
H -1.85079 1.41399 1.11445 0.273 0.822 0.631 0.09
H -0.70810 0.55420 -2.05501 1.159 0.717 -1.236 0.10
H -2.15027 1.05221 -1.15938 1.744 0.131 0.364 0.14
H -2.43967 -1.27915 -1.65837 -0.528 -0.403 -0.633 0.09
H -0.57074 -1.15076 1.63580 0.600 0.272 0.757 0.13
H 1.26177 -2.64462 0.77414 -0.130 -2.202 0.432 0.09
H 3.25892 -1.43192 0.13392 -0.328 0.199 -0.065 0.11
H 2.92082 0.77915 -0.76390 0.896 0.739 -0.349 0.09
```
Positions in Å, forces in eV/Å.

## Properties
HOMO-LUMO gap in eV: 9.445
Structure (SMILES): C[C@]12CC=N[C@H]1C=CC=N2
Molecular weight in g/mol: 134.2
Energy above the lowest of the compared OMol25 structures with the same formula, charge and spin in kcal per mole: 43.8



No. 3
ORCA calculation (ωB97M-V/def2-TZVPD) on a molecular structure, C21H16CrN5O2S4Sb in a non-equilibrium geometry.

The geometry in XYZ format:
```
50
Properties=species:S:1:pos:R:3:forces:R:3:lowdin_charge:R:1
Cr -0.04341 -1.47586 0.77802 0.430 -0.166 0.954 0.14
O -3.79778 -2.30245 -0.73808 -0.131 0.000 -0.113 0.06
C -2.70189 -2.26040 -0.21621 0.450 -0.283 0.266 -0.42
N -2.00245 -1.17859 0.25830 -0.129 -0.109 -0.295 0.02
C -2.53371 0.06797 0.41377 0.243 -0.265 0.208 -0.46
O -3.65381 0.46217 0.14726 -0.160 0.240 -0.041 0.06
C -1.51961 1.00031 1.08016 -0.369 -0.179 -0.225 -0.19
C -1.84876 2.31788 1.32230 -0.244 0.177 -0.003 -0.01
C -0.92278 3.14941 1.93244 -0.125 -0.057 -0.065 -0.07
C 0.30931 2.61772 2.26135 0.153 -0.041 0.056 -0.05
C 0.56896 1.28452 1.98776 0.088 -0.110 -0.003 -0.13
N -0.33052 0.47787 1.40989 0.018 0.559 0.105 0.00
C -1.91683 -3.57014 0.03065 -0.347 0.687 -0.195 -0.19
C -2.38582 -4.76945 -0.45467 -0.120 -0.149 -0.156 -0.02
C -1.67098 -5.92786 -0.17135 -0.150 0.083 -0.120 -0.07
C -0.55301 -5.83524 0.62950 0.211 0.166 0.249 -0.05
C -0.15030 -4.58181 1.08642 0.132 -0.350 -0.053 -0.15
N -0.79200 -3.47268 0.74577 -0.466 -0.155 0.233 -0.02
H -2.83311 2.65026 1.01839 0.035 0.012 0.018 0.11
H -1.15462 4.18693 2.14450 0.004 -0.024 -0.071 0.10
H 1.08373 3.22510 2.71090 -0.001 -0.033 0.002 0.11
H 1.52200 0.82559 2.21282 0.010 -0.070 0.024 0.06
H -3.28512 -4.75918 -1.05535 -0.012 -0.042 0.027 0.11
H -1.98425 -6.88304 -0.57691 -0.031 0.010 0.034 0.10
H 0.03819 -6.70024 0.89898 0.003 0.025 -0.031 0.10
H 0.71893 -4.46370 1.72109 0.111 0.028 -0.122 0.03
S 3.51631 -4.92772 0.90968 -0.021 -0.106 0.038 -0.34
Sb 3.15839 -2.67639 0.69749 -0.595 0.061 -0.078 -0.16
S 1.50349 -2.16286 -0.96301 0.691 -0.246 -0.629 -0.06
S 1.66828 -1.88497 2.41160 0.399 -0.094 0.306 -0.06
S 5.06189 -1.41621 0.48760 0.070 0.139 0.006 -0.30
N 2.73718 0.90677 -0.31813 0.016 -0.068 -0.342 0.13
C 2.23672 2.09583 -0.68165 -0.078 -0.031 0.039 -0.27
C 2.88950 3.31299 -0.52729 -0.059 0.251 -0.037 -0.05
C 2.24984 4.52415 -0.86388 0.075 -0.254 0.105 -0.12
C 0.97467 4.55936 -1.36387 -0.160 -0.111 0.018 -0.09
C 0.28326 3.33178 -1.56797 -0.005 0.209 -0.051 -0.18
C -1.01815 3.25099 -2.12420 0.134 0.112 0.026 -0.04
C -1.57867 2.03333 -2.35911 0.009 -0.287 0.028 -0.05
C -0.84920 0.86714 -2.00891 -0.194 0.105 -0.318 -0.14
N 0.32675 0.90023 -1.45014 -0.005 0.504 -0.251 0.12
C 0.90195 2.11273 -1.24026 0.127 -0.105 0.055 -0.16
H 2.24925 0.06792 -0.65197 0.094 0.024 0.145 -0.03
H 3.71973 0.76648 -0.11679 -0.065 -0.060 0.129 0.01
H 3.90368 3.31867 -0.14295 -0.054 0.022 0.014 0.10
H 2.78785 5.45431 -0.71220 0.019 -0.014 -0.017 0.09
H 0.48706 5.49490 -1.61541 0.021 -0.020 0.003 0.09
H -1.54462 4.16868 -2.36754 0.005 -0.012 -0.009 0.11
H -2.56722 1.93424 -2.79073 0.025 -0.002 0.040 0.10
H -1.25833 -0.11744 -2.21809 -0.052 0.026 0.094 0.11
```
Positions in Å, forces in eV/Å.

## Properties
Net charge: -2
Spin multiplicity: 5
HOMO-LUMO gap (spin up / spin down) in eV: 5.250 / 6.012
Molecular weight in g/mol: 672.4
Energy above the lowest of the compared OMol25 structures with the same formula, charge and spin in kcal per mole: 0.0



Result set for electronic energy: -323.659110 -420.259942 -4111.874855 Eh, one per record in the order listed.